Record 1
Here is C5H8O2 in the gas phase in a non-equilibrium geometry from the OMol25 dataset. Energies are from ωB97M-V/def2-TZVPD.

Output
Frontier orbital gap   10.0 eV
DFT total energy   -9406.22180 eV
E_HOMO   -9.32 eV
Molecular weight   100.12 u
Relative energy (zero: lowest compared OMol25 entry of this formula, charge and spin)   348.35 kJ/mol
Structure (SMILES)   CC(=O)C1(O)CC1
Lowest unoccupied orbital energy   0.713 eV

```
! wB97M-V def2-TZVPD RIJCOSX def2/J DEFGRID3
* xyz 0 1
O -0.79 -1.30 -1.04
O 1.66 0.31 0.96
C -0.49 -1.77 1.23
C 0.77 0.58 -1.43
C 0.65 0.32 0.00
C -0.25 -0.97 -0.01
C -0.36 1.35 -0.23
H 0.29 -2.53 1.25
H -0.44 -1.19 2.15
H 0.89 -0.32 -2.05
H -1.46 -2.27 1.10
H 1.22 1.45 -1.87
H -0.20 2.38 -0.51
H -1.29 1.25 0.37
H 1.74 1.21 1.28
*
```

***

Record 2
Here is C14H16N6O2 in the gas phase in a non-equilibrium geometry from the OMol25 dataset. Energies are from ωB97M-V/def2-TZVPD.

Output
Frontier orbital gap   8.1 eV
DFT total energy   -27810.08876 eV
E_HOMO   -8.51 eV
Molecular weight   300.32 u
Relative energy (zero: lowest compared OMol25 entry of this formula, charge and spin)   311.69 kJ/mol
Structure (SMILES)   CCN(c1ccccc1)c1nc2nonc2nc1NCCO
Lowest unoccupied orbital energy   -0.424 eV

```
! wB97M-V def2-TZVPD RIJCOSX def2/J DEFGRID3
* xyz 0 1
O 4.33 -3.60 0.60
O -1.39 2.02 2.30
N 3.86 -2.74 1.64
N 0.73 0.68 1.29
N 3.58 -3.43 -0.54
N 0.02 -0.59 -1.41
N 2.20 -1.05 1.56
N 1.79 -2.03 -1.10
C -0.13 -1.01 -2.84
C -1.37 1.38 -1.16
C 1.32 -0.46 0.74
C 0.90 -0.30 -3.72
C -3.44 1.21 0.11
C -3.13 -0.12 0.48
C -0.16 2.14 3.02
C -1.08 0.05 -0.83
C -1.97 -0.69 0.00
C 1.06 -1.01 -0.61
C 2.72 -2.48 -0.23
C -2.55 1.95 -0.70
C 2.92 -2.06 1.06
C 0.81 0.99 2.70
H -1.74 -1.71 0.26
H 1.84 1.24 2.98
H -2.07 2.65 2.58
H 0.72 -0.57 -4.79
H -0.39 2.18 4.09
H 0.77 0.80 -3.57
H -0.70 1.87 -1.82
H 1.90 -0.55 -3.47
H 0.33 3.11 2.76
H -4.36 1.62 0.50
H 0.01 -2.11 -2.97
H 0.54 0.16 3.31
H -1.13 -0.74 -3.17
H -0.15 0.89 0.86
H -2.81 2.96 -0.99
H -3.82 -0.68 1.09
*
```